[1]
Computed, not measured: C4H4O2Y as an isolated structure, with wB97M-V/def2-TZVPD.

**Energy relative to the best compared isomer or geometry (same formula, charge and spin)**: 64.0 kcal/mol
**E_tot**: -9310.108 eV
**Molar mass**: 172.98 g/mol
**Kohn-Sham gap (spin up / spin down)**: 9.095 / 5.453 eV
**Charge**: +3
**LUMO energy (spin up / spin down)**: -13.429 / -14.440 eV
**Maximum force**: 6.423 eV Å⁻¹

Geometry as XYZ:
```
11
Properties=species:S:1:pos:R:3:nbo_charge:R:1
C -0.212 1.305 -1.135 0.85
O 1.009 1.248 -0.705 -0.60
H 1.468 2.084 -0.867 0.58
C -0.929 -0.191 -1.237 -0.45
C -0.939 -0.183 0.228 -0.35
C 0.037 -0.649 1.006 0.71
O 0.891 -0.440 1.823 -0.72
Y 2.422 -1.295 3.377 1.95
H -1.905 0.038 -1.688 0.33
H -0.297 -0.918 -1.760 0.32
H -1.546 -1.000 0.958 0.38
```


[2]
Computed, not measured: the molecule C14H14N2, with wB97M-V/def2-TZVPD.

**Energy relative to the best compared isomer or geometry (same formula, charge and spin)**: 3.2 kcal/mol
**E_tot**: -17725.724 eV
**Molar mass**: 210.28 g/mol
**Kohn-Sham gap**: 8.366 eV
**LUMO energy**: 0.837 eV
**Maximum force**: 2.095 eV Å⁻¹

Geometry as XYZ:
```
30
Properties=species:S:1:pos:R:3:nbo_charge:R:1
N 0.791 1.985 1.387 -0.84
C 1.724 1.453 0.386 -0.20
C 1.052 0.335 -0.414 -0.30
C -0.235 0.769 -1.024 0.02
C -0.196 1.737 -2.080 -0.20
C -1.343 2.254 -2.641 -0.25
C -2.621 1.798 -2.163 -0.19
C -2.659 0.782 -1.186 -0.24
C -1.471 0.246 -0.638 0.13
N -1.517 -0.795 0.280 -0.60
C -0.378 -1.437 0.762 0.25
C -0.498 -2.599 1.543 -0.28
C 0.678 -3.218 2.099 -0.19
C 1.935 -2.734 1.716 -0.24
C 2.044 -1.584 0.892 -0.18
C 0.916 -0.910 0.441 -0.09
H 0.513 1.249 2.020 0.36
H -0.017 2.403 0.990 0.36
H 2.054 2.223 -0.326 0.19
H 2.665 1.090 0.883 0.20
H 1.677 0.075 -1.281 0.22
H 0.755 2.062 -2.464 0.21
H -1.343 3.068 -3.369 0.22
H -3.543 2.166 -2.588 0.21
H -3.621 0.436 -0.871 0.21
H -2.379 -1.326 0.349 0.40
H -1.476 -3.066 1.725 0.21
H 0.614 -4.029 2.813 0.22
H 2.839 -3.199 2.109 0.21
H 3.037 -1.232 0.652 0.21
```


[3]
Computed, not measured: a 8-piece molecular cluster, C37H84Cl2N2O10P3 overall, with wB97M-V/def2-TZVPD.

**Energy relative to the best compared isomer or geometry (same formula, charge and spin)**: 0.0 kcal/mol
**E_tot**: -116092.042 eV
**Molar mass**: 880.91 g/mol
**Kohn-Sham gap**: 6.904 eV
**Charge**: +1
**LUMO energy**: -4.015 eV
**Maximum force**: 1.405 eV Å⁻¹

Geometry as XYZ:
```
138
Properties=species:S:1:pos:R:3:lowdin_charge:R:1
C -4.763 2.473 0.091 -0.10
C -3.439 2.706 -0.637 -0.26
C -3.593 3.229 -2.075 -0.21
C -3.546 2.170 -3.192 -0.19
C -4.926 1.511 -3.449 -0.20
C -4.966 -0.023 -3.478 -0.21
C -4.560 -0.704 -2.173 -0.19
C -3.863 -2.068 -2.385 -0.18
C -2.462 -2.223 -1.770 -0.20
C -2.479 -3.155 -0.568 -0.16
C -1.120 -3.389 0.149 -0.11
C -0.022 -2.443 -0.235 -0.19
N 0.167 -1.417 0.578 0.14
N 1.139 -0.546 0.297 -0.23
P 1.397 0.794 1.479 1.02
P 1.214 -0.364 3.318 0.26
O 2.339 -1.315 3.363 -0.31
O 1.188 0.782 4.396 -0.17
O -0.214 -1.067 3.429 -0.15
C 1.943 -0.607 -0.786 -0.26
C 2.970 0.453 -0.870 -0.77
Cl 4.363 0.100 0.083 0.76
C 2.812 1.589 -1.546 -0.75
C 1.583 1.906 -2.352 -0.06
Cl 4.028 2.785 -1.537 0.77
C 1.782 -1.668 -1.719 -0.21
P 2.704 -1.950 -3.279 1.06
C 1.637 -1.283 -4.630 -0.36
C 0.234 -0.750 -4.276 -0.15
C 4.333 -1.150 -3.331 -0.42
C 5.368 -1.913 -2.486 -0.16
C 0.758 -2.615 -1.422 -0.15
C 0.485 -3.756 -2.359 -0.04
H -5.496 1.978 -0.537 0.05
H -4.636 1.862 0.982 0.07
H -5.182 3.431 0.389 0.07
H -2.904 3.450 -0.050 0.07
H -2.836 1.797 -0.608 0.08
H -2.797 3.953 -2.251 0.10
H -4.547 3.746 -2.145 0.11
H -3.231 2.664 -4.109 0.10
H -2.806 1.399 -2.969 0.09
H -5.631 1.871 -2.704 0.09
H -5.298 1.860 -4.411 0.11
H -4.332 -0.368 -4.298 0.10
H -5.983 -0.299 -3.758 0.11
H -5.463 -0.882 -1.588 0.11
H -3.964 -0.033 -1.566 0.08
H -3.796 -2.222 -3.459 0.10
H -4.523 -2.830 -1.985 0.08
H -1.826 -2.649 -2.543 0.08
H -2.062 -1.243 -1.506 0.10
H -2.830 -4.133 -0.891 0.12
H -3.208 -2.788 0.151 0.12
H -0.772 -4.398 -0.046 0.11
H -1.251 -3.324 1.225 0.11
H 0.131 1.409 1.429 -0.04
H 0.622 0.522 5.169 0.04
H -0.076 -2.021 3.480 0.08
H 1.591 2.945 -2.658 0.08
H 0.678 1.717 -1.781 0.09
H 1.584 1.307 -3.262 0.07
H 1.508 -2.123 -5.309 0.07
H 2.204 -0.541 -5.188 0.07
H -0.544 -1.418 -4.629 0.07
H 0.082 -0.577 -3.215 0.04
H 0.061 0.203 -4.772 0.07
H 4.619 -1.267 -4.375 0.06
H 4.348 -0.077 -3.164 0.06
H 4.918 -2.489 -1.684 0.05
H 6.073 -1.220 -2.040 0.06
H 5.945 -2.582 -3.116 0.07
H -0.276 -4.429 -1.994 0.08
H 0.121 -3.358 -3.303 0.08
H 1.415 -4.276 -2.576 0.08
C 0.357 -1.608 8.594 -0.07
C 0.357 -1.484 7.086 -0.27
O 0.172 -0.116 6.671 -0.11
H -0.575 -1.225 9.009 0.08
H 0.473 -2.649 8.892 0.08
H 1.178 -1.035 9.030 0.08
H -0.472 -2.037 6.650 0.12
H 1.289 -1.873 6.664 0.12
H 0.890 0.406 7.049 0.09
C -3.039 7.498 2.159 -0.09
C -3.194 6.023 1.850 -0.32
O -3.470 5.784 0.469 -0.10
H -3.940 8.040 1.873 0.08
H -2.856 7.660 3.222 0.08
H -2.200 7.923 1.603 0.07
H -4.039 5.603 2.395 0.11
H -2.294 5.479 2.148 0.11
H -2.741 6.144 -0.043 0.08
C 6.124 2.254 2.961 -0.09
C 4.877 2.776 3.641 -0.31
O 3.796 2.885 2.715 -0.12
H 6.415 2.908 2.139 0.08
H 6.960 2.168 3.655 0.08
H 5.919 1.264 2.546 0.05
H 5.034 3.773 4.049 0.11
H 4.589 2.114 4.466 0.11
H 3.647 2.010 2.345 -0.02
C -0.058 3.258 7.000 -0.08
C -0.716 3.274 5.632 -0.32
O 0.062 3.945 4.645 -0.08
H 0.136 4.270 7.353 0.08
H -0.693 2.750 7.727 0.08
H 0.905 2.738 6.956 0.06
H -1.664 3.805 5.677 0.11
H -0.924 2.249 5.302 0.09
H 0.904 3.486 4.561 0.06
C 7.325 1.260 -6.472 -0.08
C 6.169 0.305 -6.252 -0.32
O 5.022 0.959 -5.700 -0.10
H 7.604 1.741 -5.534 0.08
H 8.194 0.737 -6.869 0.08
H 7.048 2.045 -7.179 0.08
H 6.446 -0.468 -5.535 0.10
H 5.896 -0.187 -7.191 0.11
H 4.753 1.641 -6.321 0.08
C -8.437 -4.338 -2.672 -0.09
C -7.137 -4.100 -3.415 -0.31
O -6.008 -4.629 -2.719 -0.10
H -8.392 -3.897 -1.676 0.08
H -9.280 -3.903 -3.209 0.08
H -8.624 -5.408 -2.554 0.07
H -6.944 -3.032 -3.519 0.10
H -7.187 -4.532 -4.419 0.11
H -6.136 -5.576 -2.623 0.08
C 4.897 -4.141 3.518 -0.09
C 3.657 -4.966 3.232 -0.32
O 2.463 -4.275 3.586 -0.11
H 4.936 -3.871 4.573 0.08
H 5.803 -4.694 3.264 0.07
H 4.884 -3.214 2.941 0.07
H 3.659 -5.882 3.821 0.11
H 3.625 -5.248 2.173 0.10
H 2.437 -3.446 3.095 0.02
```


[4]
Computed, not measured: the molecule C2H4N2O, with wB97M-V/def2-TZVPD.

**Energy relative to the best compared isomer or geometry (same formula, charge and spin)**: 89.0 kcal/mol
**E_tot**: -7162.619 eV
**Molar mass**: 72.07 g/mol
**Kohn-Sham gap**: 9.760 eV
**LUMO energy**: 0.649 eV
**Maximum force**: 2.962 eV Å⁻¹

Geometry as XYZ:
```
9
Properties=species:S:1:pos:R:3:nbo_charge:R:1
C 0.131 -0.371 1.618 0.24
C 0.037 -0.268 -0.877 -0.05
N 1.054 -0.812 0.941 -0.49
N -0.738 0.650 -0.239 -0.30
O -0.986 0.292 1.089 -0.37
H 0.022 -0.394 2.697 0.20
H 0.752 0.093 -1.595 0.21
H -0.379 -1.255 -1.022 0.20
H -0.370 1.603 -0.262 0.36
```